1.
This record from OMol25 describes a structure of composition C45H39Cl2N7OSTa. The level of theory is the ωB97M-V functional and the def2-TZVPD basis.

As for the HOMO energy: -9.78 eV. The spin multiplicity is 1. The calculation puts the HOMO-LUMO gap at 6.49 eV. For the LUMO energy, the calculation gives -3.284 eV. As for the net charge: +1. The value obtained for the energy above the lowest of the compared OMol25 structures with the same formula, charge and spin is 0.420 eV.

Cartesian coordinates (Å):
Ta 0.693472 -0.290555 -0.998215
C -2.114937 2.305737 5.418330
C -1.277569 1.756262 4.296107
C -0.366464 0.721970 4.498732
C 0.361762 0.190752 3.454969
C 0.260671 0.662490 2.134243
N 0.995450 0.052376 1.095407
C 2.159610 -0.590698 1.622429
C 3.168465 0.165200 2.214135
C 4.318797 -0.416311 2.706638
C 4.529121 -1.789341 2.601611
C 5.818112 -2.424230 3.047144
C 3.520696 -2.552785 2.036422
C 2.339841 -1.967030 1.594617
N 1.307208 -2.825797 1.120234
C 1.022495 -4.062677 1.576350
C 0.044053 -4.587882 0.767233
C -0.212356 -3.583577 -0.169646
N 0.545865 -2.516673 0.052568
C -0.656727 1.697112 1.950959
C -1.412780 2.214063 3.000517
N -0.891741 2.238131 0.658414
C -1.411197 3.445022 0.369606
C -1.744444 3.445756 -0.964996
C -1.372989 2.183707 -1.418071
N -0.853151 1.451505 -0.430323
H -1.532519 2.394511 6.334908
H -2.962091 1.650764 5.633559
H -2.509627 3.291232 5.173639
H -0.232045 0.311332 5.492359
H 1.039404 -0.622877 3.669896
H 3.028216 1.238135 2.277540
H 5.082270 0.207329 3.155368
H 6.369362 -1.765461 3.715884
H 6.457307 -2.637766 2.188295
H 5.639939 -3.365688 3.566389
H 3.653184 -3.622153 1.923391
H 1.528469 -4.461925 2.437252
H -0.423279 -5.552376 0.848555
H -0.913271 -3.586207 -0.986620
H -2.146213 2.981153 2.785952
H -1.496999 4.205734 1.123966
H -2.158404 4.256901 -1.536310
H -1.406360 1.793144 -2.421623
S 4.874900 -1.867489 -2.253562
C 5.182618 -0.557298 -1.205335
C 4.038726 -0.007848 -0.715866
C 2.845822 -0.655283 -1.163573
C 3.174997 -1.661337 -2.035842
C 2.173825 -2.350782 -2.825910
C 2.473269 -3.327564 -3.775953
C 1.468705 -3.852920 -4.555626
C 0.170802 -3.380897 -4.384058
C -0.057412 -2.429244 -3.419460
N 0.903259 -1.930600 -2.628517
H 6.196701 -0.250238 -1.006237
H 4.052089 0.852218 -0.065316
H 3.499218 -3.647052 -3.897189
H 1.688924 -4.607954 -5.298205
H -0.650294 -3.737432 -4.988222
H -1.050290 -2.036517 -3.269509
C -5.889695 1.977387 2.333074
C -5.075047 1.177867 1.359794
C -5.313168 1.258341 -0.008351
C -4.552958 0.548151 -0.921905
C -4.856910 0.702683 -2.393020
C -3.485553 -0.241791 -0.436409
C -2.606957 -0.804032 -1.427361
O -1.399082 -1.028410 -1.310239
C -3.263234 -0.382550 0.950926
C -2.260831 -1.354638 1.504882
C -4.065085 0.332954 1.817834
H -6.790170 2.376479 1.870595
H -5.303965 2.818501 2.710784
H -6.177181 1.371350 3.191924
H -6.115239 1.889833 -0.370735
H -5.743420 1.318797 -2.524244
H -5.052711 -0.256119 -2.875538
H -4.039081 1.185502 -2.930076
H -3.051090 -1.006745 -2.412184
H -2.407464 -2.348663 1.079168
H -2.368420 -1.428720 2.585568
H -1.238060 -1.061671 1.285610
H -3.907309 0.223146 2.884781
Cl 2.131937 3.165480 -0.834434
C 1.814306 3.116925 -2.539979
C 2.128043 4.222226 -3.310082
C 1.848939 4.215251 -4.666237
C 1.252550 3.106504 -5.249315
C 0.956654 2.008764 -4.467490
Cl 0.191092 0.622339 -5.184208
C 1.237084 1.962182 -3.092064
N 0.930302 0.874564 -2.333752
H 2.583342 5.083299 -2.841600
H 2.093037 5.077861 -5.270358
H 1.020882 3.086875 -6.304795

Forces on atoms 1 to 6 (eV/Å):
-1.162 -0.174 -0.204
0.020 -0.007 -0.019
0.003 -0.028 -0.004
-0.007 0.019 -0.019
-0.003 -0.029 0.110
-0.066 -0.052 -0.075

These are the Löwdin partial charges, in e, on atoms 1 to 2:
1 Ta 1.7662
2 C -0.0422

2.
This record from OMol25 describes a structure of composition C45H39CsO5P3S. The level of theory is the ωB97M-V functional and the def2-TZVPD basis.

As for the HOMO energy: -5.41 eV. The spin multiplicity is 1. The calculation puts the HOMO-LUMO gap at 7.57 eV. For the LUMO energy, the calculation gives 2.152 eV. As for the net charge: -1. The value obtained for the energy above the lowest of the compared OMol25 structures with the same formula, charge and spin is 1.364 eV.

Cartesian coordinates (Å):
Cs -0.305217 -0.189578 0.320534
O 3.797661 -1.309917 1.441942
S 2.540107 -0.604400 1.387682
O 1.366850 -1.405989 1.740307
O 2.286874 0.143388 0.165861
C 2.635354 0.641092 2.662810
C 3.796537 1.413360 2.660211
C 3.933151 2.458278 3.553796
C 2.904005 2.735261 4.444262
C 1.755712 1.958036 4.455525
C 1.598176 0.881727 3.576622
P 0.032768 -0.115806 3.546944
C -0.913481 0.657977 4.929728
C -1.987213 1.462966 4.545580
C -2.784404 2.084164 5.504529
C -2.519996 1.896657 6.853677
C -1.453142 1.090440 7.246636
C -0.656204 0.477650 6.290486
C 0.512006 -1.674385 4.429417
C -0.531960 -2.542978 4.751295
C -0.286982 -3.766161 5.363746
C 1.017093 -4.146269 5.660719
C 2.064408 -3.292424 5.340066
C 1.813328 -2.066510 4.731754
H 4.576836 1.180028 1.943967
H 4.832175 3.062052 3.551279
H 2.993888 3.562925 5.138991
H 0.968387 2.197204 5.156712
H -2.184460 1.603845 3.482925
H -3.613611 2.708649 5.193556
H -3.143541 2.372633 7.601229
H -1.244261 0.941286 8.299659
H 0.173440 -0.149308 6.601985
H -1.552760 -2.255864 4.516408
H -1.113387 -4.425846 5.600117
H 1.215662 -5.104421 6.127834
H 3.086646 -3.581978 5.556787
H 2.648969 -1.425761 4.470212
O -1.875876 1.508367 1.262329
C -2.618737 1.368262 0.257559
O -2.832171 0.300434 -0.351653
C -3.189318 2.664890 -0.303651
C -4.522775 2.726069 -0.693678
C -5.060660 3.909760 -1.177674
C -4.249234 5.031229 -1.311397
C -2.903152 4.964418 -0.968401
C -2.350956 3.790210 -0.454038
P -0.525914 3.599172 -0.094395
C -0.059764 5.366088 0.199347
C 0.283565 6.314469 -0.762720
C 0.607017 7.618467 -0.400300
C 0.584539 7.999624 0.935546
C 0.245153 7.066071 1.907639
C -0.061539 5.759834 1.540987
C 0.112696 3.318604 -1.811987
C -0.632345 2.629608 -2.772383
C -0.067481 2.276586 -3.995049
C 1.251394 2.602110 -4.282765
C 2.009779 3.270394 -3.329221
C 1.448315 3.612853 -2.106398
H -5.128635 1.830169 -0.606785
H -6.108285 3.959967 -1.456977
H -4.660580 5.957931 -1.696692
H -2.282155 5.843431 -1.104879
H 0.299845 6.033742 -1.809145
H 0.875073 8.338743 -1.165152
H 0.837344 9.016480 1.217296
H 0.235296 7.349911 2.954583
H -0.301469 5.024159 2.304004
H -1.663403 2.355337 -2.571431
H -0.665457 1.737781 -4.721469
H 1.690182 2.324709 -5.234247
H 3.047713 3.511463 -3.530801
H 2.064992 4.101252 -1.359852
C -0.466315 -5.302819 -1.230843
P -0.109021 -3.642069 -0.513478
C -0.650528 -3.952670 1.218088
C 1.715979 -3.806050 -0.392873
C 2.477471 -3.209730 -1.394869
C 3.864355 -3.332600 -1.407002
C 4.505941 -4.042125 -0.402342
C 3.758072 -4.621752 0.617837
C 2.374269 -4.504587 0.622190
H 0.023222 -6.087454 -0.648576
H -0.099869 -5.340371 -2.257583
H -1.545351 -5.477690 -1.241972
H -0.414377 -4.967327 1.544549
H -1.728869 -3.801229 1.273179
H -0.164429 -3.231790 1.874894
H 1.981382 -2.615374 -2.156850
H 4.442512 -2.842709 -2.183108
H 5.588467 -4.117959 -0.394700
H 4.256366 -5.144336 1.427403
H 1.810115 -4.928977 1.447014

Forces on atoms 1 to 6 (eV/Å):
-0.594 -0.838 -2.458
0.043 -0.021 -0.034
0.903 -0.165 0.237
1.349 -1.037 1.129
1.366 0.266 -0.161
-0.045 0.130 0.112

These are the Löwdin partial charges, in e, on atoms 1 to 2:
1 Cs 1.4893
2 O -0.2957

- What is the formula in the first record?
  C45H39Cl2N7OSTa

- The highest energy above the lowest of the compared OMol25 structures with the same formula, charge and spin belongs to which entry?
  C45H39CsO5P3S

- Which value of energy above the lowest of the compared OMol25 structures with the same formula, charge and spin does entry 2 give?
  1.364 eV